Entry 1:
Formula: C40H100O10
Source: the Open Molecules 2025 dataset
Level of theory: ωB97M-V/def2-TZVPD

```
150
Properties=species:S:1:pos:R:3:forces:R:3:lowdin_charge:R:1
C 17.848512 21.992660 12.415481 -1.5429 -0.2368 0.7066 -0.06
C 16.600188 21.104439 12.182568 0.3823 0.4347 -0.0893 -0.30
O 16.777577 19.951597 12.956222 -0.0539 -0.7363 0.3825 -0.18
C 15.734137 18.979906 12.897987 -0.2594 1.0949 0.6460 -0.27
C 16.187234 17.665764 13.511329 -0.2046 0.3715 -0.5820 -0.04
H 17.791576 22.740280 11.621349 0.4634 0.3082 0.3764 0.07
H 17.787440 22.416740 13.457018 0.2813 -0.0875 -1.2414 0.06
H 18.741253 21.372142 12.331372 -0.0397 0.1372 -0.1166 0.08
H 15.642924 21.628348 12.393474 0.4188 -0.0860 0.3652 0.12
H 16.524762 20.865945 11.116039 0.1244 -0.3193 -0.1596 0.11
H 14.847117 19.396203 13.412190 0.1656 -0.1875 0.2335 0.12
H 15.393657 18.908033 11.880110 0.0848 -0.5154 -0.8454 0.09
H 16.302898 17.778132 14.602040 0.1394 -0.2500 -0.4781 0.07
H 17.108606 17.366382 12.998205 0.0622 0.0393 0.4698 0.08
H 15.441975 16.905559 13.253994 0.0296 0.0750 0.3726 0.06
C 13.476045 14.845341 20.828147 -0.0698 -0.8781 -1.2310 -0.05
C 13.444444 13.345807 21.149560 0.7819 0.6964 0.5804 -0.27
O 14.272995 13.205199 22.301035 -0.0718 0.1813 0.1245 -0.20
C 14.273527 11.899728 22.861223 -0.6869 0.2566 -0.6124 -0.28
C 15.321516 11.793315 23.933629 -0.5306 -0.1442 0.6840 -0.07
H 13.161638 15.439858 21.685380 -0.2070 -0.0634 -0.1935 0.07
H 14.494759 15.126144 20.555485 0.0409 0.0593 0.1523 0.07
H 12.868871 15.007395 19.908832 0.1582 0.2488 0.8033 0.06
H 12.419736 12.996891 21.302958 -0.0916 -0.0594 0.3503 0.12
H 13.878506 12.717773 20.366987 -0.0535 0.1280 -0.3986 0.10
H 13.232065 11.764696 23.241198 0.6727 -0.5907 -0.1539 0.13
H 14.529230 11.200702 22.043205 -0.4538 -0.1426 0.3168 0.11
H 15.114866 12.535907 24.719518 0.3816 -0.0422 -0.3136 0.08
H 16.315621 11.866997 23.503614 0.0829 0.2273 0.1930 0.05
H 15.242089 10.813691 24.427158 0.0270 0.1307 -0.2145 0.08
C 7.751365 23.963575 14.461532 0.0542 -1.8143 0.8378 -0.05
C 7.879708 22.524545 15.029583 -0.2849 0.1072 -1.3987 -0.27
O 9.249412 22.229575 15.366153 -1.4226 0.2780 -0.7902 -0.15
C 9.422287 20.828760 15.392471 0.1550 -0.1207 0.9356 -0.31
C 10.881599 20.566818 15.657297 0.3341 -0.0984 1.1005 -0.07
H 6.735864 24.307269 14.302406 -0.2597 -0.2244 0.2089 0.07
H 8.235897 24.566821 15.197152 0.3983 0.8784 0.1526 0.06
H 8.245873 23.958259 13.523139 0.6870 0.4352 -0.8009 0.06
H 7.211744 22.392831 15.850696 -0.2112 0.0271 1.2602 0.10
H 7.479894 21.763278 14.312711 0.5861 0.5408 0.0398 0.12
H 8.831931 20.428748 16.223166 -0.1674 -0.1989 0.0209 0.12
H 9.037489 20.352138 14.480487 0.2834 0.1646 -0.1018 0.12
H 11.157076 19.520530 15.582693 -0.1160 -0.2451 -0.2559 0.05
H 11.194594 20.856319 16.690148 -0.4793 0.0200 -0.7271 0.09
H 11.471808 21.145580 14.975821 0.4590 0.2395 -0.4826 0.07
C 13.886322 10.981192 14.608613 0.6377 0.0100 -0.1074 -0.07
C 13.910081 12.416676 15.123120 0.4333 -0.7912 0.6444 -0.29
O 13.004220 12.368491 16.200234 -0.3033 0.7141 0.8060 -0.17
C 12.828473 13.574481 16.938511 -0.2492 0.9693 -1.6857 -0.28
C 11.587637 13.505744 17.762143 -0.3747 0.1329 0.1968 -0.07
H 12.845316 10.650635 14.572537 0.1305 0.1237 -0.4656 0.08
H 14.397389 10.972702 13.643846 -0.3233 -0.3466 -0.1588 0.07
H 14.395510 10.238626 15.253196 -0.0919 0.6570 -0.1032 0.07
H 14.923666 12.741889 15.445764 -0.3371 -0.2622 0.0311 0.11
H 13.615768 13.127505 14.350896 -0.3642 0.1023 -0.1134 0.11
H 13.660053 13.795067 17.585076 0.7641 -0.0310 0.1990 0.09
H 12.734897 14.440465 16.219539 0.2175 -0.6801 0.4836 0.13
H 11.444854 14.446952 18.305928 -0.1004 -0.0592 -0.3079 0.07
H 11.707308 12.753654 18.519897 -0.1132 -0.5992 0.3747 0.06
H 10.712643 13.274362 17.151795 0.0239 0.0850 0.1050 0.08
C 19.197966 11.377863 17.570339 -0.7305 -0.5066 -0.4014 -0.06
C 17.725988 11.427078 17.102326 0.4849 -0.4032 0.0282 -0.26
O 16.909784 11.101340 18.209809 0.9036 -0.2898 0.5565 -0.18
C 15.513343 11.193416 18.067971 -0.0424 0.2815 0.2774 -0.27
C 14.860829 10.183845 19.007089 -0.4057 -0.7572 -1.4696 -0.05
H 19.337488 11.983643 18.451207 0.1007 0.3768 0.1735 0.05
H 19.390642 10.341329 17.859839 0.1432 0.0859 0.0254 0.08
H 19.920942 11.651905 16.789027 -0.3840 0.0375 0.1573 0.08
H 17.443757 12.386300 16.681447 0.0041 0.3705 -0.0451 0.09
H 17.601026 10.671471 16.314686 -0.1472 0.0514 -0.0635 0.12
H 15.228081 12.237800 18.347206 -0.2068 -0.6420 -0.4691 0.10
H 15.245473 10.950705 17.036977 -0.2157 0.3180 0.0298 0.09
H 13.760507 10.192988 18.872797 0.5276 0.1495 0.1915 0.09
H 15.120598 10.354316 20.024070 0.1694 0.2601 0.8756 0.04
H 15.201157 9.158019 18.740167 -0.1397 0.6336 0.1438 0.09
C 12.200154 16.692232 13.877854 -0.0627 1.4622 -0.4027 -0.06
C 12.479003 17.106222 12.431164 -0.2187 -1.3988 0.5420 -0.27
O 13.518906 16.220159 11.985547 -0.6725 0.7139 -0.1372 -0.18
C 13.803074 16.420023 10.616074 0.8979 -0.1674 0.2872 -0.29
C 14.945080 15.495415 10.207178 1.6351 0.7519 -0.2547 -0.07
H 13.112221 16.877821 14.447035 -0.1034 -0.1629 0.2328 0.06
H 11.382879 17.328474 14.284277 0.4471 -0.5601 -0.1000 0.08
H 11.942877 15.644100 13.904922 -0.1434 -0.2312 0.1307 0.07
H 11.567298 16.977087 11.839296 0.0104 -0.2658 -0.2425 0.11
H 12.730032 18.153056 12.317002 0.5495 0.3750 0.1275 0.11
H 12.910101 16.287411 10.022534 -0.4299 -0.4962 -0.3188 0.11
H 14.066235 17.467591 10.458533 0.3421 0.1904 -0.0565 0.10
H 15.175278 15.559844 9.137366 -0.3986 0.1045 0.0239 0.07
H 14.819239 14.454459 10.424369 -0.6842 -0.5764 0.2299 0.06
H 15.947980 15.728262 10.670457 -1.1910 0.2377 -0.0472 0.09
C 13.601954 18.613781 17.619256 0.5334 -1.7331 -0.8579 -0.05
C 15.090594 18.211172 17.721425 -0.7593 0.7068 1.2514 -0.30
O 15.248878 16.851920 17.477841 -0.5278 -0.6001 0.0304 -0.18
C 16.562293 16.378132 17.696314 -0.5677 0.0351 -0.9602 -0.26
C 16.576013 14.915013 17.286036 -0.0782 -0.0738 0.3830 -0.07
H 12.974283 18.016606 18.297534 0.2727 0.3085 -0.0023 0.08
H 13.479548 19.668296 17.799065 -0.1282 0.3565 -0.0277 0.06
H 13.290992 18.318663 16.583348 0.0237 0.5767 0.7447 0.07
H 15.630581 18.805352 16.997370 0.4884 0.2258 -0.3616 0.09
H 15.496394 18.431242 18.732556 -0.1979 0.1929 -0.3415 0.12
H 17.204264 16.885983 16.962837 0.2918 0.2199 0.3332 0.11
H 16.902972 16.617840 18.723063 -0.0875 -0.3480 -0.3354 0.13
H 17.618316 14.657252 17.198945 0.4384 -0.5002 -0.0831 0.07
H 16.092281 14.765941 16.310875 0.1762 0.3173 0.1836 0.08
H 16.095016 14.213198 17.978738 0.1070 0.3701 0.0974 0.05
C 19.202602 9.567193 23.864792 -0.0990 0.8254 -0.5961 -0.07
C 19.254167 10.201823 22.489571 0.0347 0.3015 -0.2342 -0.30
O 18.274874 11.220781 22.357012 0.5826 0.4699 0.2731 -0.18
C 18.532473 12.044152 21.210893 -1.8258 0.0624 0.4317 -0.25
C 17.557199 13.232259 21.205149 1.0625 0.1494 -0.3679 -0.04
H 19.913486 8.743817 23.873058 -0.1352 -0.1382 0.2632 0.07
H 19.449997 10.309091 24.621379 -0.0332 -0.1497 0.2106 0.08
H 18.168838 9.236440 23.972512 0.1623 -0.2544 0.4202 0.08
H 20.222647 10.663041 22.224109 -0.0297 -0.4821 0.2832 0.12
H 19.030881 9.395268 21.795159 0.1265 -0.0577 -0.5992 0.11
H 19.579010 12.365411 21.151322 -0.0776 -0.1291 0.0461 0.12
H 18.215128 11.459611 20.361845 0.5524 -0.3566 -0.6730 0.09
H 17.846222 14.010886 21.895705 0.2300 0.2604 0.3055 0.07
H 16.547121 12.970905 21.471248 -0.3613 -0.3782 -0.1528 0.05
H 17.586897 13.667562 20.191459 -0.1934 -0.1085 0.3021 0.07
C 16.060172 21.785689 20.118820 0.1034 -0.2266 -0.5479 -0.07
C 15.982434 21.186868 21.536661 0.5903 1.0784 -1.1341 -0.32
O 15.490541 19.909608 21.397675 -1.0312 -0.8987 0.9211 -0.19
C 15.283105 19.279293 22.669684 -0.2114 0.2169 0.1767 -0.27
C 14.922151 17.853187 22.274922 0.3568 0.6091 0.8159 -0.08
H 15.080859 21.801812 19.564958 0.7830 -0.1755 0.8043 0.09
H 16.464025 22.802513 20.078573 -0.1027 -0.0768 0.3264 0.07
H 16.767751 21.170012 19.529180 -0.4342 0.1827 0.1786 0.07
H 16.980257 21.081710 21.980199 0.1543 0.5509 0.0245 0.12
H 15.367743 21.809378 22.187635 -0.1900 0.0493 0.1824 0.12
H 16.191189 19.428415 23.301297 -0.2696 -0.5290 -0.4613 0.12
H 14.466344 19.763713 23.285663 0.4776 -0.2512 -0.9143 0.13
H 14.646340 17.217789 23.105291 -0.0102 -0.0782 0.3263 0.07
H 15.774148 17.416973 21.771124 0.0028 -0.2248 -0.3074 0.07
H 14.068091 17.952816 21.626238 -0.2136 -0.2642 -0.4577 0.07
C 17.496937 21.372176 16.260556 -0.8229 0.0301 -1.8154 -0.06
C 17.380519 22.694166 16.901149 0.2379 1.0863 0.0002 -0.30
O 17.778770 23.681142 15.914434 -0.2616 -0.2471 1.2979 -0.19
C 18.082065 24.919594 16.562446 -0.3820 0.0680 -1.1247 -0.28
C 18.305988 25.931752 15.400544 -0.4979 0.2334 1.6285 -0.07
H 17.057502 21.543179 15.249296 0.3723 -0.5619 0.4996 0.07
H 18.554276 21.193787 16.134989 0.1704 -0.7728 -0.0900 0.09
H 16.901776 20.568565 16.702413 0.5170 0.1090 0.2739 0.06
H 16.353876 22.900990 17.207330 -0.0304 0.1738 0.2757 0.12
H 18.075539 22.753413 17.747965 -0.2860 0.2224 0.1915 0.11
H 17.262490 25.219015 17.255208 0.1484 0.0117 -0.6145 0.12
H 18.937628 24.765350 17.214874 0.5144 0.1729 -0.0636 0.10
H 18.603514 26.909901 15.839550 -0.2327 -0.4934 -0.4191 0.08
H 17.334525 26.037798 14.881068 0.6841 0.0238 0.0417 0.08
H 19.097253 25.594156 14.733885 -0.1536 -0.0941 -0.0316 0.07
```
Positions in Å, forces in eV/Å.

As for the SMILES: CCOCC.CCOCC.CCOCC.CCOCC.CCOCC.CCOCC.CCOCC.CCOCC.CCOCC.CCOCC. As for the charge: 0. The calculation puts the total energy at -2336.21264 hartree.

---

Entry 2:
Formula: C16H18N2O4S
Source: the Open Molecules 2025 dataset
Level of theory: ωB97M-V/def2-TZVPD

```
41
Properties=species:S:1:pos:R:3:forces:R:3:nbo_charge:R:1
C -0.636865 0.390149 2.682593 -0.2655 -0.1308 0.3628 -0.25
H -1.307718 -0.368920 2.275072 0.0601 0.1290 0.1405 0.19
O -0.164215 1.274259 1.682876 0.2292 0.0771 -0.4223 -0.50
C 0.841687 0.901371 0.850248 0.1946 0.0665 0.0967 0.32
C 1.550652 1.958601 0.275248 -0.1131 -0.0301 0.0464 -0.24
C 2.594983 1.732773 -0.594742 -0.0928 0.0169 0.0767 -0.19
C 2.965280 0.434291 -0.907988 0.0709 -0.1913 -0.0739 -0.25
C 2.257013 -0.620689 -0.370241 0.0728 0.1108 0.0659 -0.16
C 1.188727 -0.409573 0.497536 0.3483 0.6285 0.1591 0.02
N 0.398509 -1.498413 0.947106 -0.6822 0.1056 -0.9123 -0.68
S -0.849916 -1.878750 -0.144365 -0.0934 0.0890 0.0147 2.30
O -2.008492 -2.169104 0.665652 -0.2026 0.2307 -0.1290 -0.96
O -0.411122 -2.919071 -1.029867 0.1942 0.1215 -0.2750 -0.93
C -1.111336 -0.365850 -1.050556 0.0452 -0.5307 0.3589 -0.28
C -0.375838 -0.141521 -2.199676 0.0675 -0.0489 -0.2261 -0.18
C -0.520022 1.059218 -2.867694 -0.0273 -0.1324 0.1059 -0.21
C -1.397358 2.032971 -2.397600 -0.0219 -0.0595 0.1067 0.02
C -2.150514 1.768432 -1.258637 0.0623 -0.0834 -0.0552 -0.21
C -2.011472 0.570293 -0.581421 -0.1450 -0.0639 0.1109 -0.18
H -2.593241 0.350977 0.298878 -0.0733 0.0420 0.1356 0.24
H -2.846303 2.509238 -0.894540 -0.0701 0.0793 0.0497 0.22
C -1.549777 3.330446 -3.127014 -0.0469 -0.0214 -0.0373 -0.63
H -1.870525 4.119959 -2.452628 -0.0120 0.0940 0.0083 0.22
H -0.614457 3.621606 -3.598128 0.0478 0.0732 -0.0431 0.22
H -2.302325 3.228053 -3.909180 -0.0351 0.0598 -0.0667 0.23
H 0.057356 1.247623 -3.760316 0.0787 0.0129 -0.0924 0.22
H 0.293854 -0.909251 -2.552068 0.1212 -0.0290 -0.0925 0.24
C 1.080431 -2.672157 1.469915 0.0907 -0.5161 0.3690 -0.34
C 0.598055 -3.019724 2.884870 0.1259 0.0525 -0.2725 0.66
O 1.374978 -3.200495 3.797396 0.3553 -0.0503 0.1994 -0.62
N -0.733886 -3.127175 3.004825 -0.4887 -0.0739 0.1522 -0.83
H -1.355508 -2.921579 2.232559 -0.0044 -0.0370 0.1684 0.42
H -1.120313 -3.342966 3.908976 0.0952 -0.0006 -0.0282 0.40
H 2.156771 -2.495427 1.521005 -0.2127 0.0021 -0.0151 0.24
H 0.888989 -3.528927 0.812561 0.1847 -0.0046 0.1040 0.24
H 2.506286 -1.636439 -0.639483 0.0227 -0.1271 -0.0374 0.22
H 3.788593 0.245874 -1.579236 0.0765 -0.0264 -0.0658 0.22
H 3.128630 2.568440 -1.020615 0.0498 0.0936 -0.0298 0.22
H 1.253515 2.959982 0.543700 -0.0354 0.1245 0.0488 0.23
H 0.187903 -0.102397 3.201613 -0.0231 0.0040 0.0027 0.19
H -1.181008 1.023871 3.383368 0.0520 -0.0561 -0.0088 0.19
```
Positions in Å, forces in eV/Å.

The energy above the lowest of the compared OMol25 structures with the same formula, charge and spin is 135.4 kJ/mol. As for the SMILES: COc1ccccc1N(CC(N)=O)S(=O)(=O)c1ccc(C)cc1. As for the charge: 0. The calculation puts the total energy at -1429.15250 hartree.

---

| no. | gap between HOMO and LUMO (eV) |
| --- | --- |
| 1 | 10.10 |
| 2 | 9.29 |